This record from the OMol25 dataset describes 10 unconnected molecules or ions with the total composition C2H23O10. The level of theory is the ωB97M-V functional and the def2-TZVPD basis.

Lowest unoccupied orbital energy = 2.61 eV
HOMO-LUMO gap = 7.79 eV
Maximum force = 9.599 eV Å⁻¹
Molar mass = 207.20 g/mol
HOMO = -0.1902 Ha
Charge = -1

```
35
Properties=species:S:1:pos:R:3:forces:R:3:nbo_charge:R:1
O 0.430223 -0.511866 0.093244 1.082 7.979 3.878 -0.8209
H 0.226098 -1.148969 -0.427681 -1.799 -7.160 -6.136 0.4937
H 0.001448 0.387730 -0.483220 0.424 0.827 -0.167 0.5336
H -0.200671 -0.582762 0.871013 0.056 0.608 2.129 0.5342
C -1.202175 -1.761805 2.431693 1.341 0.123 -3.052 -0.2048
O -0.631319 -0.535820 2.442978 1.474 0.875 -0.426 -0.9625
H -1.035062 -2.368144 3.258274 1.071 -1.527 1.589 0.1450
H -0.934135 -2.276017 1.417929 -0.292 -0.373 1.413 0.0623
H -2.217400 -1.665401 2.401287 -3.441 0.093 -0.275 0.1356
C -1.002943 2.575659 -0.291685 -5.162 -2.606 -4.234 -0.2339
O -0.458502 1.723281 -1.215427 3.370 -4.109 -0.588 -0.9985
H -1.094283 3.363460 -0.972309 -0.844 2.859 0.215 0.1574
H -0.406591 2.785266 0.499688 1.044 0.419 3.189 0.1523
H -2.110703 2.051864 -0.314133 1.934 2.111 2.123 0.1336
O -2.442490 1.259700 2.532067 -2.135 1.541 -0.010 -1.0137
H -1.733291 0.612713 2.569618 1.608 -0.808 0.170 0.5043
H -2.174653 2.128082 2.854969 0.281 -0.566 -0.111 0.4515
O 1.377812 0.535504 -3.035628 0.269 3.638 1.124 -1.0049
H 2.202881 1.120130 -3.000559 -1.264 -1.592 -0.182 0.4632
H 0.754572 1.255004 -2.583037 0.783 -2.256 -0.724 0.5175
O 1.814031 3.553746 -0.787528 -0.250 0.566 -1.771 -0.9931
H 1.981355 3.334706 0.114900 -0.321 -0.644 0.681 0.4688
H 1.045206 3.057043 -1.169982 0.699 -0.151 1.009 0.5030
O -2.296797 -0.562090 -1.654143 1.321 -1.164 -2.174 -0.9438
H -2.157799 0.347655 -1.515378 1.200 2.287 -0.222 0.4879
H -2.906144 -0.722649 -0.999640 -2.380 -1.154 2.417 0.4542
O 1.758841 -1.621859 3.530083 0.401 -0.068 0.479 -0.9876
H 1.065332 -1.111466 3.077585 -0.570 0.224 -0.195 0.5059
H 2.100277 -2.245396 2.891087 -0.003 -0.033 -0.254 0.4531
O 3.454758 -1.673859 -1.524167 -6.383 2.120 2.277 -0.9578
H 4.054001 -2.050581 -2.055949 3.028 -2.252 -3.371 0.4491
H 2.483809 -1.735020 -1.932370 3.332 0.175 1.147 0.5052
O 0.262768 -2.293538 -2.070412 0.941 0.381 0.962 -0.9464
H 0.293904 -2.192076 -3.002665 0.057 0.698 -1.333 0.4843
H -0.302356 -3.032225 -1.950500 -0.872 -1.060 0.423 0.4722
```
Forces are in eV/Å.



This record from the OMol25 dataset describes 10 unconnected molecules or ions with the total composition C2H24O10. The level of theory is the ωB97M-V functional and the def2-TZVPD basis.

Lowest unoccupied orbital energy = -0.22 eV
HOMO-LUMO gap = 10.15 eV
Maximum force = 1.627 eV Å⁻¹
Structure (SMILES) = CCO.O.O.O.O.O.O.O.O.O
Molar mass = 208.20 g/mol
HOMO = -0.3814 Ha

```
36
Properties=species:S:1:pos:R:3:forces:R:3:nbo_charge:R:1
C 3.231185 -21.094976 -12.583689 -0.377 -0.865 0.902 -0.6421
C 3.019158 -22.529922 -12.079052 0.802 -0.932 -1.066 -0.0680
O 2.191863 -23.263016 -13.006024 -0.384 0.286 0.470 -0.7270
H 3.856998 -20.539752 -11.884144 0.256 0.063 -0.270 0.2074
H 2.285577 -20.568098 -12.698383 0.004 -0.085 -0.094 0.2303
H 3.703162 -21.233944 -13.554914 0.189 0.569 -0.022 0.2024
H 2.679526 -22.733534 -11.064676 -0.635 0.568 -0.093 0.1777
H 3.968849 -23.081590 -12.108584 0.292 0.466 0.219 0.1570
H 2.677944 -23.282886 -13.835049 -0.054 -0.084 -0.037 0.4573
O 0.870586 -17.492793 -13.046252 0.094 -0.261 0.133 -0.9567
H 1.223615 -17.481547 -12.148287 -0.038 -0.195 -0.042 0.4679
H 0.542396 -18.395375 -13.166005 -0.107 0.065 0.021 0.4860
O 1.465155 -15.613742 -9.957516 0.149 -0.298 0.064 -0.9639
H 1.486292 -16.579965 -9.958477 -0.141 -0.012 0.082 0.4876
H 2.328073 -15.342362 -9.626372 -0.108 0.153 -0.105 0.4859
O -1.651398 -19.190541 -15.522628 -0.122 -0.247 -0.223 -0.9481
H -0.702051 -19.035738 -15.561323 -0.084 0.188 0.068 0.4748
H -2.000953 -18.767911 -16.314860 0.066 0.091 0.121 0.4724
O 2.474522 -19.006435 -15.670387 -0.140 -0.164 0.009 -0.9330
H 2.548246 -19.962473 -15.756755 0.006 0.073 0.010 0.4570
H 1.825295 -18.870516 -14.968565 0.170 0.143 0.038 0.4767
O 1.427589 -14.602233 -13.164614 -0.497 0.403 0.029 -0.9663
H 1.820488 -15.427086 -12.874671 -0.061 -0.138 -0.151 0.4663
H 0.530454 -14.603550 -12.767000 0.648 -0.053 -0.213 0.4853
O 1.642573 -18.725981 -9.905650 0.190 0.171 0.033 -0.9643
H 2.498722 -18.629980 -9.470643 -0.075 -0.163 -0.037 0.4783
H 1.538761 -19.673409 -10.051114 -0.033 0.099 -0.043 0.4907
O 0.120620 -20.524514 -13.722163 0.156 0.042 0.139 -0.9693
H -0.627206 -20.803143 -13.182466 -0.059 0.075 -0.132 0.4873
H 0.143208 -21.158841 -14.447536 -0.045 0.025 0.072 0.4875
O -0.784203 -14.767274 -11.520031 0.051 -0.061 0.413 -0.9738
H -0.025041 -14.936467 -10.929470 -0.223 0.109 -0.052 0.5028
H -1.462599 -15.382015 -11.222885 0.008 0.026 -0.137 0.4768
O -1.147850 -15.926545 -14.972903 -0.021 0.147 0.026 -0.9514
H -0.495004 -15.495634 -14.402246 0.061 -0.180 -0.136 0.4874
H -1.992984 -15.764227 -14.543253 0.062 -0.022 0.005 0.4608
```
Forces are in eV/Å.



This record from the OMol25 dataset describes a molecular structure, C2H26F6LiNO17S2. The level of theory is the ωB97M-V functional and the def2-TZVPD basis.

Lowest unoccupied orbital energy = -0.85 eV
HOMO-LUMO gap = 8.38 eV
Maximum force = 5.915 eV Å⁻¹
Molar mass = 521.28 g/mol
HOMO = -0.3391 Ha

```
55
Properties=species:S:1:pos:R:3:forces:R:3:nbo_charge:R:1
Li 11.930553 -9.613126 10.821315 -0.678 0.764 -0.661 0.9238
C 9.926652 -12.270131 11.995053 -0.254 -0.155 -2.685 0.8048
F 10.209334 -11.298849 12.813165 -0.017 0.379 0.986 -0.3072
F 9.468919 -13.330266 12.585079 0.655 -0.189 0.360 -0.2665
F 8.933363 -11.830968 11.159768 1.008 -0.241 0.515 -0.3466
S 11.533641 -12.619701 10.872355 -0.954 -1.567 -0.048 2.0802
O 11.934543 -14.005115 11.165724 -0.678 3.160 -0.354 -0.8378
O 11.208594 -12.352987 9.481983 -0.160 0.461 0.674 -0.9569
N 12.509270 -11.283175 11.418423 -3.254 -1.902 -1.904 -1.3016
S 13.710571 -12.039487 12.005129 5.391 -0.436 2.394 2.1705
O 13.379973 -12.824700 13.162910 0.054 0.625 -0.229 -0.8995
O 14.605644 -12.648724 11.020151 -1.068 1.094 0.938 -0.9183
C 14.677486 -10.435820 12.691592 -0.146 -4.305 -1.542 0.7646
F 15.733417 -10.994100 13.262913 0.385 0.238 1.304 -0.3286
F 15.167351 -9.785697 11.666336 -0.386 1.721 -0.803 -0.3143
F 13.977575 -9.728654 13.527735 -0.223 0.978 0.288 -0.2983
O 7.062296 -14.146165 13.389385 0.123 -0.246 0.368 -0.9513
H 6.788239 -13.643284 14.156348 -0.093 0.026 0.227 0.4593
H 6.862773 -13.577502 12.645721 -0.340 0.135 -0.587 0.4877
O 15.794242 -8.984745 16.131576 -0.081 0.232 -0.066 -0.9362
H 15.594405 -9.823503 15.715892 -0.159 -0.257 -0.068 0.4695
H 16.667598 -9.103906 16.504782 0.216 0.012 0.134 0.4671
O 14.683901 -15.360495 14.182818 0.189 -0.459 0.276 -0.9406
H 15.303235 -14.812333 13.700972 0.189 0.373 0.058 0.4751
H 14.498183 -14.867320 14.981889 -0.077 0.136 0.084 0.4615
O 7.991206 -12.348896 8.577863 -0.374 0.176 0.452 -0.9855
H 7.872321 -11.486113 8.180741 -0.184 0.258 -0.003 0.4752
H 8.578986 -12.809703 7.979200 0.342 -0.401 -0.407 0.5035
O 9.731097 -13.097927 6.528730 -0.121 0.181 -0.057 -0.9529
H 9.838029 -13.937564 6.081735 -0.067 -0.279 -0.143 0.4870
H 10.612204 -12.869969 6.825244 0.320 0.019 0.214 0.4825
O 10.172047 -8.729211 11.451266 0.830 -0.143 0.171 -0.9899
H 10.286152 -8.426076 12.351997 -0.088 0.081 0.457 0.4929
H 9.350746 -8.329084 11.165618 -0.377 0.032 -0.365 0.5140
O 13.401615 -16.510312 12.142261 -0.254 -0.588 -0.551 -0.9244
H 13.167169 -15.890666 11.451387 -0.081 0.296 -0.073 0.4631
H 14.348333 -16.620891 12.054322 0.180 -0.007 0.200 0.4626
O 11.861664 -11.029168 15.145747 -0.034 0.444 0.339 -0.9275
H 11.418374 -11.877225 15.168800 0.018 -0.281 0.017 0.4721
H 11.845162 -10.774752 14.223127 0.117 -0.132 -0.115 0.4572
O 11.432636 -15.443154 13.840759 -0.025 0.070 0.447 -0.9105
H 10.951086 -14.637083 14.026733 -0.154 0.096 0.038 0.4456
H 10.947189 -15.852961 13.124784 0.000 -0.177 -0.214 0.4671
O 7.701146 -9.726085 9.884649 -0.276 0.712 -0.159 -0.9513
H 7.618613 -10.384960 10.574081 -0.069 -0.226 0.140 0.4855
H 8.636404 -9.706825 9.681813 0.349 -0.252 -0.122 0.4675
O 16.909579 -13.452468 13.580839 0.122 -0.293 0.103 -0.9415
H 17.222608 -12.646016 13.990572 0.027 0.116 0.141 0.4709
H 17.105485 -13.340734 12.650587 -0.019 0.023 -0.341 0.4761
O 6.213628 -12.950391 10.789297 -0.134 0.070 0.647 -0.9766
H 5.428495 -12.611912 10.358913 -0.222 -0.021 -0.055 0.4764
H 6.936543 -12.658139 10.234133 0.439 -0.104 -0.671 0.4985
O 11.159504 -9.631065 8.838402 0.081 0.446 0.422 -1.0057
H 11.240078 -10.584660 8.818674 -0.023 -1.042 -0.008 0.5076
H 10.837269 -9.399378 7.967351 0.035 0.349 -0.164 0.5001
```
Forces are in eV/Å.



This record from the OMol25 dataset describes 11 unconnected molecules or ions with the total composition C2H26O12. The level of theory is the ωB97M-V functional and the def2-TZVPD basis.

Lowest unoccupied orbital energy = -0.20 eV
HOMO-LUMO gap = 10.11 eV
Maximum force = 3.594 eV Å⁻¹
Structure (SMILES) = OCCO.O.O.O.O.O.O.O.O.O.O
Molar mass = 242.22 g/mol
HOMO = -0.3790 Ha

```
40
Properties=species:S:1:pos:R:3:forces:R:3:nbo_charge:R:1
O -24.084000 -5.503000 -10.007000 -1.783 1.138 0.776 -0.7148
C -22.795000 -5.964000 -10.178000 1.235 -1.111 0.260 -0.0767
C -22.782000 -7.492000 -9.847000 0.970 1.073 -2.879 -0.0827
O -21.536000 -8.104000 -10.156000 0.416 -0.142 -2.121 -0.7541
H -24.216000 -5.114000 -9.109000 0.271 -0.593 -1.270 0.4673
H -22.440000 -5.888000 -11.214000 -0.432 0.403 0.019 0.1737
H -22.108000 -5.325000 -9.581000 0.104 -0.955 -0.302 0.1700
H -23.538000 -8.073000 -10.371000 -0.527 0.583 -0.161 0.1775
H -22.922000 -7.621000 -8.858000 -0.498 -0.499 3.524 0.1719
H -21.449000 -8.097000 -11.160000 0.075 0.016 2.039 0.4875
O -17.786000 -8.926000 -6.121000 0.735 1.396 2.874 -0.9976
H -17.164000 -8.493000 -5.454000 -0.868 -0.982 -1.566 0.4762
H -18.631000 -8.864000 -5.593000 0.342 -0.238 -0.929 0.5145
O -18.445000 -4.021000 -6.995000 -0.326 -0.341 -0.371 -0.9699
H -18.170000 -4.930000 -7.219000 0.540 0.141 0.379 0.4913
H -19.090000 -3.901000 -7.700000 -0.161 0.431 0.085 0.4572
O -18.368000 -8.451000 -10.311000 0.687 0.382 -0.427 -0.9540
H -17.407000 -8.419000 -10.134000 -0.572 -0.050 -0.244 0.5001
H -18.481000 -8.895000 -11.160000 0.148 0.033 0.064 0.4920
O -21.422000 -5.344000 -7.049000 -0.216 -0.018 -0.491 -0.9351
H -22.161000 -4.911000 -7.472000 -0.153 0.121 -0.623 0.4682
H -21.625000 -5.165000 -6.143000 0.327 0.020 1.218 0.4827
O -17.460000 -6.471000 -7.796000 -0.645 0.058 -0.629 -0.9897
H -18.249000 -7.049000 -7.773000 -0.240 0.130 -0.077 0.5099
H -16.797000 -7.043000 -7.446000 0.884 -0.437 0.511 0.4753
O -20.312000 -8.878000 -5.084000 0.745 -0.151 0.957 -0.9618
H -20.667000 -8.738000 -4.197000 -0.204 -0.010 -0.482 0.4849
H -20.957000 -8.691000 -5.755000 -0.552 0.132 -0.445 0.5042
O -19.974000 -7.589000 -7.938000 0.277 -0.340 0.362 -1.0106
H -20.368000 -7.869000 -8.776000 -0.071 0.140 -0.146 0.5008
H -20.444000 -6.799000 -7.652000 -0.233 0.265 -0.063 0.4991
O -19.384000 -5.813000 -10.537000 -0.442 0.699 -0.354 -0.9667
H -18.990000 -6.559000 -10.094000 0.183 -0.615 0.338 0.4937
H -18.659000 -5.446000 -11.046000 0.076 0.190 -0.053 0.4659
O -18.375000 -10.195000 -8.373000 -0.425 -1.648 -0.742 -0.9935
H -18.531000 -9.522000 -9.025000 -0.212 0.328 -0.544 0.4670
H -18.175000 -9.710000 -7.594000 0.409 0.510 1.436 0.4883
O -21.418000 -10.675000 -8.399000 -0.644 0.306 -0.190 -0.9571
H -21.688000 -9.939000 -8.953000 -0.656 0.088 -0.258 0.4592
H -20.486000 -10.486000 -8.417000 1.437 -0.452 0.526 0.4861
```
Forces are in eV/Å.



> Among the records above, which one has the lowest HOMO-LUMO gap?

C2H23O10



> Look up the maximum force of the fourth one.

3.594 eV Å⁻¹



> Number 3 is which compound?

C2H26F6LiNO17S2